C14H26ClNO3P2Ru | wB97M-V/def2-TZVPD

## Properties
charge = +3
multiplicity = 6
orbital gap (alpha / beta) = 3.665 / 3.251 eV

Geometry as XYZ:
```
48
Properties=species:S:1:pos:R:3:lowdin_spin:R:1
C 1.116 -4.285 -3.464 0.0016
C 0.652 -3.103 -2.681 0.0022
H 0.566 -4.324 -4.392 0.0003
H 0.984 -5.206 -2.908 0.0003
H 2.174 -4.163 -3.672 0.0001
O -0.059 -2.193 -3.064 0.0112
Cl 1.342 -3.129 -0.978 0.0616
Ru 0.134 -0.208 0.107 2.6028
P -1.468 -1.611 0.918 0.1071
C -3.141 -0.935 1.037 0.0109
C -1.599 -3.121 -0.041 0.0117
H -2.459 -3.716 0.284 0.0016
H -1.508 -2.907 2.919 0.0071
H -0.662 -3.679 0.105 0.0001
H 0.106 -2.155 2.623 0.0065
H -3.501 -0.672 0.033 0.0006
H -1.678 -2.841 -1.103 0.0011
C -0.979 -2.000 2.605 0.0455
H -3.795 -1.696 1.484 0.0022
H -1.244 -1.166 3.261 0.0000
H -3.128 -0.038 1.671 0.0021
P 1.796 0.950 -0.954 0.1162
C 1.390 2.529 -1.747 0.0082
C 3.109 1.266 0.236 0.0456
H 2.821 -0.984 -1.925 0.0007
H 3.304 0.544 -2.772 0.0025
H 1.671 -0.181 -3.039 0.0007
C 2.478 -0.015 -2.311 0.0158
H 3.389 0.313 0.695 0.0042
H 3.972 1.703 -0.276 0.0075
H 2.312 2.990 -2.126 0.0018
H 0.904 3.209 -1.040 0.0006
H 2.751 1.948 1.015 -0.0001
H 0.704 2.339 -2.583 0.0004
C -1.164 0.784 -0.728 0.1430
O -2.019 1.556 -1.025 0.1113
O 0.234 0.807 1.696 0.2704
N -0.483 1.904 2.178 0.1283
C -1.245 1.709 3.290 0.3578
C -1.930 2.786 3.855 0.2314
C -1.771 4.073 3.317 0.0794
C -0.823 4.258 2.297 0.2133
C -0.191 3.158 1.735 0.3478
H -1.239 0.704 3.699 0.0129
H -2.543 2.610 4.741 0.0058
H -2.359 4.894 3.679 0.0006
H -0.612 5.250 1.892 0.0051
H 0.633 3.228 1.026 0.0122
```

---

C5H8N2 | wB97M-V/def2-TZVPD

## Properties
charge = 0
orbital gap (alpha / beta) = 8.215 / 8.226 eV
ΔE to the lowest compared entry with this formula, charge and spin = 115.2 kcal/mol

Geometry as XYZ:
```
15
Properties=species:S:1:pos:R:3:mulliken_charge:R:1
C -0.824 1.393 0.062 -1.6885
C -0.077 0.062 0.124 1.4099
C -1.027 -1.107 0.372 -1.4987
N 0.686 -0.145 -1.142 -0.3929
C 1.111 0.216 1.075 -0.7144
C 1.998 -0.436 -0.939 0.3881
N 3.100 -0.778 -0.794 -0.4501
H -1.328 1.572 1.017 0.4017
H -1.586 1.390 -0.726 0.4127
H -0.117 2.213 -0.097 0.4509
H -1.862 -1.112 -0.337 0.3510
H -0.500 -2.063 0.293 0.3759
H -1.444 -1.029 1.383 0.3653
H 0.570 0.596 -1.827 0.2904
H 1.300 -0.774 1.536 0.2987
```

---

C10H14N4O5 | wB97M-V/def2-TZVPD

## Properties
charge = 0
orbital gap = 9.144 eV
ΔE to the lowest compared entry with this formula, charge and spin = 75.4 kcal/mol
SMILES = N[C@@H](Cc1c[nH]cn1)C(=O)N[C@@H](CC(=O)O)C(=O)O

Geometry as XYZ:
```
33
Properties=species:S:1:pos:R:3:mulliken_charge:R:1
N 1.757 -3.233 -0.564 -0.7347
C 0.672 -2.329 -0.281 0.0413
C -0.132 -2.894 0.933 -0.7641
C -1.211 -2.034 1.333 0.7859
C -1.627 -1.799 2.702 -0.9611
N -2.544 -0.734 2.723 -0.0944
C -2.721 -0.483 1.362 -0.3961
N -1.928 -1.082 0.557 -0.5885
C 1.257 -0.845 -0.061 0.4974
O 2.395 -0.522 0.235 -0.7324
N 0.398 0.278 -0.038 -0.1989
C 0.899 1.620 -0.227 -0.0130
C 0.320 2.139 -1.613 -0.9597
C 0.585 1.349 -2.898 0.3741
O 1.185 0.308 -3.114 -0.5778
O 0.146 2.152 -3.877 -0.4333
C 0.264 2.415 0.852 0.2193
O 0.452 3.564 1.152 -0.6450
O -0.549 1.659 1.554 -0.3312
H 1.913 -3.340 -1.625 0.3331
H 2.593 -2.605 -0.382 0.3615
H 0.060 -2.223 -1.219 0.3169
H -0.590 -3.800 0.602 0.3257
H 0.654 -3.089 1.728 0.2322
H -1.490 -2.314 3.577 0.5400
H -3.307 -0.608 3.349 0.2709
H -3.553 0.206 1.055 0.3757
H -0.568 0.105 0.051 0.4655
H 1.973 1.572 -0.077 0.6121
H 0.652 3.038 -2.015 0.6205
H -0.771 2.233 -1.693 0.3654
H 0.713 1.852 -4.612 0.3546
H -0.913 2.266 2.296 0.3380
```

---

C6H11N3O | wB97M-V/def2-TZVPD

## Properties
charge = 0
orbital gap = 9.955 eV
ΔE to the lowest compared entry with this formula, charge and spin = 163.2 kcal/mol

Geometry as XYZ:
```
21
Properties=species:S:1:pos:R:3:mulliken_charge:R:1
N 0.473 1.043 -1.597 -0.5527
C 0.511 0.747 -0.176 -0.0668
C -0.355 1.638 0.670 0.5445
N -1.543 1.770 0.993 -0.6163
C 0.186 -0.706 0.101 -0.2840
C 0.986 -1.935 -0.374 -0.3240
N -0.155 -2.574 0.404 -0.4751
C 0.092 -1.476 1.430 -0.3743
C -1.042 -1.551 -0.294 -0.2640
H -0.348 0.660 -2.059 0.2455
H 0.419 2.014 -1.884 0.3075
H 1.545 0.915 0.171 0.2652
H 0.979 -2.164 -1.447 0.2393
H 1.977 -2.107 0.069 0.2452
H 1.014 -1.611 2.012 0.2453
H -0.769 -1.270 2.080 0.2932
H -1.989 -1.348 0.222 0.2479
H -1.202 -1.761 -1.361 0.2960
O 0.013 3.332 0.401 -0.6894
H 0.683 3.267 -0.298 0.2521
H -1.476 3.117 0.937 0.4650
```

---

C2H4BrP | wB97M-V/def2-TZVPD

## Properties
charge = 0
orbital gap = 9.696 eV
ΔE to the lowest compared entry with this formula, charge and spin = 55.4 kcal/mol
SMILES = P/C=C/Br

Geometry as XYZ:
```
8
Properties=species:S:1:pos:R:3:mulliken_charge:R:1
P 1.859 -0.039 -0.410 -0.0479
C -0.147 0.072 -0.311 -0.2592
C -1.303 -0.499 0.240 -0.2498
Br -3.008 0.308 -0.106 -0.1287
H 2.088 -0.345 1.094 0.0630
H 2.112 1.214 -0.103 0.0504
H -0.133 0.773 -1.171 0.2498
H -1.467 -1.483 0.767 0.3224
```

---

C13H15N5O4 | wB97M-V/def2-TZVPD

## Properties
charge = 0
orbital gap = 6.591 eV
ΔE to the lowest compared entry with this formula, charge and spin = 142.5 kcal/mol
SMILES = N#Cc1cc([N+](=O)[O-])cc2c1no[n+]2[O-].CC1(C)CCCN1

Geometry as XYZ:
```
37
Properties=species:S:1:pos:R:3:mulliken_charge:R:1
N 4.088 5.554 1.188 -0.4479
C 3.220 4.785 1.091 -0.1186
C 2.153 3.840 0.930 0.0771
C 1.108 3.918 0.005 -0.5260
C 0.151 2.854 -0.128 -0.1674
N -0.963 3.072 -0.999 0.9311
O -1.035 4.170 -1.598 -0.5913
O -1.837 2.176 -1.121 -0.5832
C 0.229 1.683 0.642 0.0774
C 1.210 1.668 1.608 0.1934
C 2.187 2.693 1.775 0.8423
N 3.079 2.464 2.773 -0.6048
O 2.639 1.236 3.301 -0.1863
N 1.489 0.729 2.614 0.8089
O 0.959 -0.312 2.936 -0.6389
H 1.007 4.813 -0.602 0.5710
H -0.526 0.902 0.599 0.2918
C -2.033 -2.307 -2.164 -1.6445
C -1.424 -1.965 -0.796 1.3849
C -2.381 -1.049 -0.063 -1.6264
C -1.177 -3.316 -0.055 -0.9712
C 0.296 -3.639 -0.312 -0.5271
C 0.955 -2.292 -0.681 -0.6983
N -0.120 -1.294 -0.779 -0.0766
H -2.994 -2.823 -1.999 0.4003
H -2.259 -1.420 -2.772 0.3818
H -1.419 -3.003 -2.751 0.3774
H -3.372 -1.497 0.088 0.4242
H -1.946 -0.818 0.915 0.3513
H -2.486 -0.093 -0.596 0.1943
H -1.346 -3.167 1.020 0.3643
H -1.833 -4.118 -0.420 0.3460
H 0.772 -4.056 0.580 0.3367
H 0.415 -4.348 -1.145 0.2959
H 1.666 -2.004 0.111 0.2539
H 1.534 -2.386 -1.619 0.2397
H -0.006 -0.651 -1.576 0.2651
```

---

Which DFT total energy belongs to each record? In order, -56219.002; -8290.001; -26794.082; -12911.969; -81467.250; -29356.495 eV.